Entry from OMol25: a single C23H21N3O5S molecule (the ωB97M-V functional and the def2-TZVPD basis).

Properties
- HOMO-LUMO gap (eV) = 8.1
- structure (SMILES) = Cc1ccccc1NS(=O)(=O)c1ccc2[nH]cc(C(=O)N(C)Cc3ccco3)c(=O)c2c1
- E_HOMO (eV) = -8.37
- molecular weight (g/mol) = 451.50
- total energy (Eh) = -1827.7274

Cartesian coordinates (Å):
1 C -1.811271 2.562699 1.450765
2 C -1.825201 1.801485 2.744066
3 C -0.934935 2.120506 3.759629
4 C -0.918002 1.421486 4.953787
5 C -1.814025 0.386100 5.154795
6 C -2.717706 0.055333 4.162797
7 C -2.726294 0.752117 2.959765
8 N -3.643634 0.358369 1.975179
9 S -3.644735 -1.255537 1.512903
10 O -4.211199 -2.062826 2.547394
11 O -4.233929 -1.282654 0.210028
12 C -1.883532 -1.575536 1.417738
13 C -1.167643 -0.987096 0.406658
14 C 0.225020 -1.080490 0.386240
15 C 0.869759 -1.795155 1.410548
16 C 0.119383 -2.398364 2.428275
17 C -1.251205 -2.280050 2.434361
18 H -1.856308 -2.726045 3.206579
19 H 0.626996 -2.945418 3.208923
20 N 2.234687 -1.888330 1.397377
21 C 2.972808 -1.323273 0.413235
22 C 2.424188 -0.647620 -0.625111
23 C 0.986762 -0.403019 -0.680916
24 O 0.441108 0.312784 -1.506928
25 C 3.340833 0.032975 -1.598362
26 O 4.246433 0.740064 -1.188384
27 N 3.118707 -0.194873 -2.907552
28 C 2.144679 -1.126520 -3.421940
29 H 1.185182 -0.640021 -3.609581
30 H 1.993189 -1.940310 -2.713936
31 H 2.520459 -1.540954 -4.357966
32 C 3.818659 0.614032 -3.882511
33 C 2.877341 1.514797 -4.617660
34 C 1.711702 2.107176 -4.232883
35 C 1.261470 2.848335 -5.354452
36 C 2.185283 2.651018 -6.330635
37 O 3.168258 1.839291 -5.896677
38 H 2.260089 3.013475 -7.336417
39 H 0.373182 3.442416 -5.417670
40 H 1.231417 2.014895 -3.280192
41 H 4.341797 -0.025386 -4.602952
42 H 4.562012 1.199859 -3.329576
43 H 4.044685 -1.439101 0.485829
44 H 2.692241 -2.379251 2.152391
45 H -1.668706 -0.455335 -0.388073
46 H -3.676499 0.953923 1.162064
47 H -3.428983 -0.743157 4.297063
48 H -1.815496 -0.160834 6.085459
49 H -0.210998 1.688913 5.724518
50 H -0.235324 2.929405 3.605420
51 H -1.074406 3.360539 1.493676
52 H -2.784678 3.010574 1.249987
53 H -1.551958 1.910360 0.616094

Atomic forces in eV per Å
0.0 -0.1 0.1
-0.1 -0.1 -0.1
0.0 0.0 0.0
0.1 0.0 0.1
0.1 0.0 0.0
0.0 0.1 0.1
0.4 0.2 0.8
-0.4 -0.6 -0.5
0.2 0.2 -0.3
0.3 0.1 0.2
0.2 0.2 -0.1
-0.6 0.1 -0.1
0.1 -0.1 -0.1
-0.1 -0.1 0.2
-0.6 0.1 -0.2
-0.1 0.0 0.0
0.2 -0.1 0.1
0.0 -0.1 0.1
0.0 -0.1 0.1
0.4 -0.1 0.2
-0.1 0.1 -0.3
-0.1 0.1 0.0
0.2 -0.2 0.3
0.0 0.1 -0.1
0.0 -0.2 0.3
0.2 0.2 0.2
0.0 0.1 -0.4
-0.4 -0.1 -0.1
0.1 -0.1 0.0
0.0 0.0 -0.1
0.0 -0.1 0.0
0.4 0.3 -0.1
-0.6 0.0 0.6
0.6 -0.3 0.0
0.3 0.0 -0.5
-0.7 0.4 0.1
0.4 -0.3 0.0
0.1 0.0 -0.1
-0.2 0.1 -0.1
-0.1 -0.1 0.3
0.0 0.0 0.1
-0.1 -0.2 -0.2
0.0 0.0 0.1
0.0 0.1 -0.2
0.0 0.1 -0.1
-0.1 0.0 -0.2
-0.1 0.0 0.1
0.0 -0.1 0.1
0.1 0.0 0.1
0.1 0.1 0.0
0.0 0.0 -0.1
-0.1 0.1 -0.1
0.0 0.0 -0.1

***

Entry from OMol25: 2 unconnected molecules or ions with the total composition C4H5FO2 in a non-equilibrium geometry (the ωB97M-V functional and the def2-TZVPD basis).

Properties
- HOMO-LUMO gap (alpha / beta) (eV) = 9.0 / 9.0
- E_HOMO (alpha / beta) (eV) = -9.12 / -9.13
- molecular weight (g/mol) = 104.08
- total energy (Eh) = -405.6582

Cartesian coordinates (Å):
1 C -0.401220 -1.171671 -0.304030
2 C -2.095304 0.492102 -0.459328
3 C 1.085933 0.532040 0.642691
4 C 0.980811 -0.532258 -0.396177
5 O -0.839755 -2.239276 -0.120773
6 O -2.734638 1.095637 -1.271855
7 F -2.303462 0.786757 0.886217
8 H 1.997111 1.106336 0.558123
9 H 1.161316 0.155607 1.684449
10 H 0.182101 1.175392 0.470684
11 H 1.712550 -1.241827 -0.145068
12 H 1.254553 -0.158841 -1.544934

Atomic forces in eV per Å
-1.5 0.0 -0.6
0.5 0.1 -0.6
-1.0 1.5 0.5
-0.1 0.9 -2.6
0.8 1.6 -0.2
1.4 -1.4 1.3
0.1 -0.3 -0.4
0.1 0.3 -0.5
-0.7 -0.1 -0.7
1.0 -0.1 0.8
0.7 -1.7 -0.1
-1.2 -0.9 3.0

***

Entry from OMol25: a molecular structure, C22H25AgBrClNO8P2S in a non-equilibrium geometry (the ωB97M-V functional and the def2-TZVPD basis).

Properties
- charge = +1
- HOMO-LUMO gap (eV) = 5.7
- E_HOMO (eV) = -11.52
- molecular weight (g/mol) = 748.68
- total energy (Eh) = -5771.7730

Cartesian coordinates (Å):
1 C -5.185690 4.469409 1.610371
2 C -4.685494 3.815943 0.314018
3 C -3.153658 3.856081 0.172795
4 C -2.547550 2.708866 0.966842
5 O -1.110024 2.545936 0.800747
6 C -0.737997 1.948481 -0.347352
7 C -0.285607 2.708910 -1.424012
8 P -0.135608 4.510239 -1.292252
9 O -0.780038 5.227134 -2.414945
10 C 0.108986 2.100978 -2.625404
11 N 0.527326 2.887061 -3.736329
12 C 0.076758 0.697591 -2.752084
13 P 0.478917 -0.117152 -4.295371
14 O 1.366338 0.873228 -5.261569
15 O 1.460761 -1.315275 -4.019161
16 S -1.060672 -0.541173 -5.398280
17 C -0.316523 -0.062866 -1.636840
18 C -0.723201 0.549728 -0.454758
19 C -1.095094 -0.350324 0.692949
20 O -2.038792 -0.151632 1.391020
21 C -0.206147 -1.540359 0.821574
22 C 0.161384 -2.159151 -0.367208
23 C 0.964484 -3.282637 -0.357088
24 C 1.440012 -3.790576 0.844734
25 C 2.295490 -5.027752 0.752285
26 O 3.586051 -4.750368 1.282572
27 O 4.148821 -5.910830 1.876562
28 C 1.112369 -3.156113 2.056412
29 C 1.641641 -3.650360 3.382414
30 C 2.595759 -2.623448 4.042889
31 C 4.041007 -2.797547 3.623684
32 Br 5.058434 -1.266754 4.300550
33 C 0.256486 -2.048017 2.037869
34 Cl -0.255878 -1.305044 3.504498
35 C -0.319247 -1.564578 -1.628518
36 O -0.692175 -2.214684 -2.558077
37 H -5.440146 3.701955 2.336499
38 H -4.421026 5.108269 2.038758
39 H -6.096918 5.023687 1.424473
40 H -5.087093 4.324675 -0.554340
41 H -4.976831 2.770586 0.264347
42 H -2.763350 4.819334 0.482738
43 H -2.938553 3.679932 -0.881958
44 H -3.043601 1.795414 0.665597
45 H -2.737238 2.860086 2.023503
46 H 1.262634 4.713854 -1.302495
47 H -0.529315 4.878165 -0.005055
48 H 0.521370 3.881382 -3.529583
49 H 1.496330 2.653420 -3.927750
50 H 0.671653 1.479499 -5.576782
51 H 1.425379 -1.896990 -4.795151
52 H 1.229171 -3.740920 -1.297419
53 H 1.841915 -5.895817 1.226880
54 H 2.421739 -5.284471 -0.297939
55 H 3.563993 -6.128447 2.619307
56 H 0.816418 -3.884921 4.047391
57 H 2.192593 -4.567011 3.223753
58 H 2.325845 -1.608201 3.790299
59 H 2.490443 -2.694250 5.122282
60 H 4.492307 -3.706267 3.995540
61 H 4.130713 -2.721266 2.553111
62 Ag 1.159940 1.165357 -7.551547

Atomic forces in eV per Å
-0.1 -0.7 -0.3
0.7 0.4 0.2
-0.1 -0.8 -0.2
-0.5 0.4 -0.1
0.0 0.2 0.0
-0.2 -0.3 -0.2
0.1 0.1 0.1
0.2 0.3 -0.3
-0.1 0.0 -0.2
0.0 0.1 -0.3
0.6 -0.1 0.6
0.5 0.0 0.4
-1.9 -0.7 -0.6
0.9 0.4 0.2
0.5 0.4 0.0
0.1 0.2 -0.4
0.1 0.5 0.1
0.0 -0.2 -0.2
0.6 -0.1 -0.5
-0.8 0.2 0.7
0.2 -0.1 0.3
0.1 0.0 0.4
-0.1 0.0 0.1
-0.1 0.3 -0.1
0.3 0.0 -0.4
-0.2 0.2 0.6
0.2 -0.4 -0.4
0.0 -0.3 0.3
0.3 0.4 -0.3
0.0 -0.3 0.1
-0.3 0.6 0.1
0.1 -0.3 0.0
-0.2 -0.1 -0.7
0.0 -0.1 0.1
0.2 0.3 0.7
-0.1 -0.4 -1.0
0.1 0.0 0.2
0.0 0.3 0.1
-0.1 0.3 0.1
-0.2 0.0 -0.1
-0.3 -0.1 -0.1
0.1 0.2 0.0
0.2 0.2 -0.2
0.0 -0.3 0.0
0.3 -0.1 0.2
0.0 -0.2 0.3
0.1 -0.2 0.1
-0.6 0.1 -0.1
0.0 0.0 -0.2
-0.3 0.6 1.1
0.0 -0.3 0.2
0.0 -0.1 -0.1
0.0 0.0 0.3
-0.1 -0.1 -0.2
0.0 0.2 0.1
-0.2 0.1 0.1
0.0 -0.3 0.0
-0.3 0.2 -0.1
0.1 0.0 0.1
0.2 -0.1 0.0
0.2 -0.2 -0.2
-0.2 -0.6 -0.6

***

Entry from OMol25: 9 unconnected molecules or ions with the total composition C38H57N11O4PS in a non-equilibrium geometry (the ωB97M-V functional and the def2-TZVPD basis).

Properties
- charge = +1
- HOMO-LUMO gap (eV) = 5.5
- E_HOMO (eV) = -9.45
- molecular weight (g/mol) = 794.99
- total energy (Eh) = -3124.5563

Cartesian coordinates (Å):
1 N 2.485282 5.919113 -3.114310
2 C 1.936041 4.803109 -3.299314
3 N 0.592540 4.734929 -3.744550
4 N 2.635412 3.559923 -3.075310
5 C 2.151558 2.846259 -1.899089
6 C 2.477356 1.344571 -1.989141
7 C 3.092283 0.767598 -0.711687
8 C 2.007107 0.222446 0.226825
9 S 2.264162 0.762360 1.937942
10 C 3.950582 0.205986 2.425257
11 O 4.741310 1.292821 2.762755
12 O 4.895222 1.376373 4.175917
13 P 0.658710 -0.519901 2.899303
14 O 0.109717 0.363896 4.128070
15 O 1.433314 -1.759645 3.544069
16 H 3.438898 5.762978 -2.794533
17 H -0.080759 4.761728 -2.991847
18 H 0.436060 3.926978 -4.332102
19 H 2.617971 2.965321 -3.895559
20 H 1.070693 2.971002 -1.763406
21 H 2.663455 3.251326 -1.023162
22 H 3.215283 1.213844 -2.781579
23 H 1.588179 0.783555 -2.277803
24 H 3.731724 -0.067822 -0.998399
25 H 3.736593 1.506444 -0.233301
26 H 1.989988 -0.866794 0.233668
27 H 1.005639 0.565612 -0.028578
28 H 4.398486 -0.322170 1.583736
29 H 3.866263 -0.480292 3.266984
30 H 4.091911 1.831020 4.473586
31 H 0.686784 0.370960 4.908404
32 H 1.919279 -1.584030 4.366336
33 N 7.397506 -2.066994 -1.714244
34 C 7.620842 -2.150400 -3.060197
35 C 7.145696 -1.006305 -3.642123
36 C 6.615638 -0.194398 -2.602349
37 C 6.786161 -0.878050 -1.426635
38 H 7.643662 -2.774776 -1.045639
39 H 8.097294 -3.015197 -3.489069
40 H 7.175898 -0.775550 -4.693204
41 H 6.165218 0.779435 -2.708628
42 H 6.531559 -0.620023 -0.411892
43 N -2.828713 0.037650 3.503934
44 C -3.454204 -1.140372 3.813839
45 C -4.574408 -1.233795 3.031060
46 C -4.620811 -0.071476 2.212376
47 C -3.530490 0.692551 2.529290
48 H -1.981780 0.382692 3.916352
49 H -3.052561 -1.808463 4.556936
50 H -5.280587 -2.047870 3.035139
51 H -5.370017 0.169900 1.477517
52 H -3.185892 1.639516 2.148045
53 N -1.845579 4.581906 -7.583446
54 C -1.750768 4.634657 -6.219336
55 C -2.927241 4.160474 -5.700925
56 C -3.760847 3.804364 -6.796484
57 C -3.064729 4.077298 -7.943222
58 H -1.130513 4.873555 -8.223361
59 H -0.864606 5.012337 -5.739836
60 H -3.167116 4.079019 -4.653021
61 H -4.757447 3.398654 -6.747680
62 H -3.333308 3.956457 -8.978386
63 N -3.827850 4.396588 1.910409
64 C -4.465182 5.402525 1.237273
65 C -3.529815 6.070274 0.495337
66 C -2.277736 5.436901 0.720177
67 C -2.493995 4.406555 1.596153
68 H -4.269340 3.750600 2.539838
69 H -5.524879 5.556217 1.343549
70 H -3.721362 6.916133 -0.142617
71 H -1.328827 5.710455 0.289213
72 H -1.815602 3.687315 2.023789
73 N -7.546459 -3.589152 4.903501
74 C -8.181972 -4.762627 5.208097
75 C -9.288103 -4.859465 4.408300
76 C -9.321854 -3.698824 3.587604
77 C -8.234062 -2.936355 3.915876
78 H -6.708156 -3.255668 5.340715
79 H -7.796253 -5.424365 5.964168
80 H -9.996477 -5.670443 4.410903
81 H -10.060758 -3.453816 2.843545
82 H -7.894182 -1.988486 3.534543
83 N -5.278687 2.105266 -1.726020
84 C -5.489974 2.197189 -3.075519
85 C -4.776343 3.269502 -3.537637
86 C -4.108129 3.846292 -2.422162
87 C -4.436991 3.105564 -1.317980
88 H -5.684935 1.410671 -1.127971
89 H -6.127525 1.497798 -3.588036
90 H -4.739727 3.606079 -4.560413
91 H -3.462703 4.709050 -2.426913
92 H -4.144786 3.205864 -0.287627
93 N 2.044294 -5.867414 4.973142
94 C 1.645856 -4.649794 4.494573
95 C 0.339796 -4.462537 4.872501
96 C -0.058824 -5.610249 5.607910
97 C 1.015242 -6.456631 5.651541
98 H 2.952890 -6.272653 4.842363
99 H 2.317594 -4.032017 3.926472
100 H -0.267610 -3.602287 4.644585
101 H -1.023096 -5.794292 6.049751
102 H 1.131799 -7.425512 6.105014
103 N 8.396076 -7.021068 -1.755499
104 C 7.222258 -7.702328 -1.915589
105 C 6.242352 -6.790833 -2.202862
106 C 6.851563 -5.506406 -2.218480
107 C 8.182841 -5.683380 -1.938988
108 H 9.281564 -7.440610 -1.539596
109 H 7.184040 -8.773262 -1.816590
110 H 5.206128 -7.018619 -2.386848
111 H 6.367977 -4.564585 -2.416730
112 H 8.995025 -4.979453 -1.860760

Atomic forces in eV per Å
0.0 0.0 0.2
0.0 0.0 -0.2
0.3 -0.1 -0.1
0.2 0.0 -0.1
0.0 -0.4 0.1
0.4 0.5 -0.1
-0.2 -0.4 -0.4
0.3 -0.4 0.1
0.1 0.7 0.5
0.3 -0.3 0.2
0.0 0.2 -0.1
-0.2 -0.4 0.0
-1.6 -0.8 -1.1
1.1 -0.1 0.1
0.5 0.9 0.3
0.0 0.0 0.0
-0.1 0.2 -0.1
-0.2 -0.1 0.2
-0.2 0.0 0.0
0.0 0.1 0.1
-0.1 0.2 0.0
0.0 0.0 0.0
0.0 -0.1 -0.1
0.1 0.0 0.1
-0.1 0.1 0.0
-0.1 0.0 -0.1
0.0 0.2 0.1
-0.1 0.1 -0.2
0.0 -0.1 0.0
0.1 0.4 -0.1
-0.3 0.3 0.2
0.0 -0.5 0.1
0.0 0.0 0.0
0.0 0.0 0.0
0.0 0.0 0.0
-0.1 0.0 0.0
-0.1 0.0 0.1
0.0 0.0 0.0
0.0 0.0 0.0
0.0 0.0 0.0
0.0 0.0 0.0
0.1 0.1 0.0
0.1 0.1 0.0
0.0 0.0 0.0
0.0 0.0 0.0
0.0 0.0 0.0
0.0 0.0 0.0
-0.2 0.0 0.1
0.0 0.0 0.0
0.0 0.0 0.0
0.0 0.0 0.0
0.0 0.0 -0.1
0.0 -0.1 0.0
0.0 0.0 -0.2
0.5 0.2 0.0
0.0 0.0 0.0
0.0 0.0 0.0
0.0 0.0 0.0
0.0 0.1 0.0
0.6 0.2 -0.5
0.0 0.0 0.0
0.0 0.0 0.0
0.0 -0.1 0.0
0.0 0.1 0.1
0.0 0.0 0.0
0.0 0.0 0.0
0.0 0.0 0.0
0.0 0.0 0.0
0.0 0.0 0.0
0.0 0.0 0.0
0.0 0.0 0.0
0.0 0.0 0.0
0.0 0.0 0.0
0.0 0.0 0.0
0.0 0.0 0.0
0.0 0.0 0.0
0.0 0.0 0.0
0.0 0.0 0.0
0.0 0.0 0.0
0.0 0.0 0.0
0.0 0.0 0.0
0.0 0.0 0.0
0.0 0.0 0.0
0.0 0.0 0.1
-0.5 -0.2 0.1
0.0 0.0 0.0
0.0 -0.1 -0.1
0.0 0.0 0.0
0.0 0.0 0.0
-0.5 -0.2 0.4
0.0 0.0 0.0
0.0 0.0 0.0
0.0 0.0 0.0
0.0 -0.1 0.1
0.0 0.1 0.0
0.0 0.0 0.0
0.0 0.0 0.0
0.0 0.0 0.0
0.0 -0.1 -0.1
0.0 0.0 0.0
0.0 0.0 0.0
0.0 0.0 0.0
0.0 0.0 0.0
0.0 0.0 0.0
0.0 0.0 0.0
0.0 0.0 0.0
0.0 0.0 0.0
0.0 0.0 0.0
0.0 0.0 0.0
0.0 0.0 0.0
0.0 0.0 0.0
0.0 0.0 0.0

***

Which of these has the highest total energy?
C4H5FO2

***

Among the records above, which one has the highest total energy?
C4H5FO2

***

Among the records above, which one has the lowest molecular weight?
C4H5FO2

***

Number 3 is which compound?
C22H25AgBrClNO8P2S